Below is a molecular structure, C9H21CoFIO2P2, with properties calculated with ωB97M-V/def2-TZVPD.

Geometry as ORCA input:
```
! wB97M-V def2-TZVPD RIJCOSX def2/J DEFGRID3
* xyz 2 5
C 2.844 1.199 0.607
O 0.022 2.609 -0.698
C -2.821 1.253 0.607
C -3.367 0.035 -1.927
C 0.019 1.452 -0.905
I -0.009 -1.019 -3.218
C 2.657 -1.657 0.391
H -4.416 0.043 -1.582
C 3.366 -0.023 -1.931
H 3.945 1.251 0.566
H 0.007 0.794 -6.994
H 3.735 -1.859 0.330
F -0.019 -2.165 -0.600
H -0.883 -0.591 -6.359
C 0.000 0.035 -6.199
H 2.317 -1.560 1.430
C 0.005 0.602 -4.809
H -2.364 2.204 0.303
Co -0.007 -0.312 -0.959
H 2.405 2.159 0.304
H -3.174 0.954 -2.501
C -2.685 -1.606 0.399
H 3.196 -0.872 -2.609
H 2.078 -2.472 -0.059
H -2.122 -2.432 -0.051
H 0.874 -0.603 -6.360
H -2.342 -1.513 1.437
H -3.767 -1.788 0.340
H -3.921 1.327 0.567
P -2.246 -0.080 -0.496
H 4.415 -0.034 -1.587
H -3.213 -0.818 -2.602
P 2.244 -0.122 -0.499
O 0.016 1.733 -4.405
H 2.518 0.976 1.632
H 3.189 0.900 -2.504
H -2.499 1.026 1.633
*
```

Values from the calculation:
⟨S²⟩ ... 6.037
Lowest unoccupied orbital energy (spin up / spin down) ... -7.4 / -10.6 eV
HOMO energy (spin up / spin down) ... -15.3 / -17.2 eV

Mulliken population analysis, charges in e, atoms 1 to 2: number 1, C, carries -1.15; number 2, O, carries -0.26

Below is a molecular structure, C33H31BaN2O4P2S4, with properties calculated with ωB97M-V/def2-TZVPD.

Geometry as ORCA input:
```
! wB97M-V def2-TZVPD RIJCOSX def2/J DEFGRID3
* xyz -1 1
C 8.145 11.975 14.522
H 7.851 12.121 13.507
H 5.535 15.962 11.714
C 7.975 16.850 14.041
P 9.987 13.864 12.064
H 11.297 16.007 12.113
S 12.613 12.791 19.299
H 5.482 18.271 16.720
H 7.268 14.498 11.044
C 8.631 14.919 12.697
C 12.160 10.028 14.224
H 12.162 6.863 12.940
O 5.875 17.024 16.331
C 10.827 9.860 12.185
H 11.611 15.350 14.455
S 9.732 12.563 20.703
P 10.669 12.324 13.583
C 11.911 7.911 13.087
H 5.920 17.575 13.643
C 9.417 14.585 9.463
H 8.527 15.199 7.520
C 8.791 15.730 13.826
H 10.934 11.711 16.564
C 9.889 11.624 16.208
H 10.445 7.741 11.568
O 6.519 21.001 17.871
C 9.781 18.011 20.871
C 7.611 10.911 16.657
O 7.205 15.278 16.933
H 12.292 14.489 11.561
H 10.440 18.906 20.825
H 9.211 10.818 18.101
C 11.512 14.896 12.288
H 13.080 12.804 13.689
C 8.907 11.086 17.101
H 6.180 11.311 15.129
N 8.579 17.011 18.940
H 8.612 11.504 10.791
H 9.623 15.590 14.540
C 8.778 14.370 8.213
H 13.084 15.185 13.593
H 9.774 15.607 9.735
C 6.727 16.890 13.355
H 12.257 13.199 15.221
C 11.009 8.488 12.176
C 7.452 15.138 11.882
C 12.455 8.699 14.080
H 12.567 10.618 15.070
C 8.547 12.022 8.723
S 11.555 13.556 20.902
Ba 8.982 14.311 18.373
C 8.881 18.067 19.689
H 8.244 17.617 14.763
H 10.452 17.168 20.698
C 7.623 17.451 17.932
C 6.811 16.517 16.973
H 10.219 10.424 11.458
N 8.109 19.146 19.279
H 13.233 8.240 14.691
S 11.979 13.995 17.865
H 8.145 20.086 19.654
H 9.182 17.903 21.814
C 9.508 12.021 14.929
C 12.184 13.261 14.127
H 6.895 10.337 17.204
H 8.115 12.887 6.834
C 7.334 18.778 18.211
H 8.316 11.008 8.403
C 7.225 11.408 15.422
C 8.449 13.079 7.842
C 8.861 12.293 10.048
C 12.103 14.757 13.665
O 5.336 19.331 16.993
C 6.455 15.991 12.280
C 6.329 19.788 17.705
C 9.458 13.527 10.377
C 11.321 10.632 13.262
*
```

Values from the calculation:
Lowest unoccupied orbital energy (spin up / spin down) ... 2.1 / 2.1 eV
HOMO energy (spin up / spin down) ... -1.9 / -2.1 eV

Mulliken population analysis, charges in e, atoms 1 to 2: number 1, C, carries -0.61; number 2, H, carries 0.16

Below is 2 unconnected molecules or ions with the total composition C5H17N2Si, with properties calculated with ωB97M-V/def2-TZVPD.

Geometry as ORCA input:
```
! wB97M-V def2-TZVPD RIJCOSX def2/J DEFGRID3
* xyz 1 1
H -2.586 1.526 -1.939
H -2.428 1.846 1.286
C 3.976 -0.440 0.039
H 2.212 1.555 -0.162
H -1.056 -2.536 0.225
C 3.264 0.165 0.922
H -1.633 -1.677 1.704
H -1.444 0.560 2.139
H -2.541 -0.175 -2.712
H -3.751 0.557 -1.672
H 4.700 -1.223 0.227
N 0.035 -0.364 -1.011
H 3.578 0.314 1.925
H -2.726 -2.439 0.550
H 0.764 0.213 -0.521
C -1.561 1.158 1.195
H 0.031 -0.112 -1.975
H 1.760 1.391 1.442
Si -1.769 -0.119 -0.217
C -1.828 -1.868 0.619
N 2.158 0.967 0.641
H 0.279 -1.359 -0.900
H 3.823 -0.163 -1.065
C -2.678 0.466 -1.798
H -0.579 1.757 1.058
*
```

Values from the calculation:
Lowest unoccupied orbital energy ... -2.9 eV
HOMO energy ... -12.2 eV

Mulliken population analysis, charges in e, atoms 1 to 2: number 1, H, carries 0.39; number 2, H, carries 0.36

Below is a single C2H7N5O molecule, with properties calculated with ωB97M-V/def2-TZVPD.

Geometry as ORCA input:
```
! wB97M-V def2-TZVPD RIJCOSX def2/J DEFGRID3
* xyz 0 1
N -1.219 -1.661 1.741
H -1.263 -1.823 0.740
H 2.395 -0.160 -1.705
H 0.371 1.137 1.669
O -1.803 -0.463 -0.973
H 2.403 1.446 -2.000
N -0.412 -0.285 -1.086
H -0.231 -0.070 -2.072
H -2.103 0.110 -0.241
C -0.668 -0.579 2.023
N -0.193 0.467 1.163
N 1.295 1.131 -0.431
C 0.263 0.422 -0.128
N 1.752 0.694 -1.781
H -0.587 -0.367 3.082
*
```

Values from the calculation:
Lowest unoccupied orbital energy ... 0.8 eV
HOMO energy ... -8.5 eV

Mulliken population analysis, charges in e, atoms 1 to 2: number 1, N, carries -0.65; number 2, H, carries 0.35

Below is a single C8H18N2O4S2 molecule, with properties calculated with ωB97M-V/def2-TZVPD.

Geometry as ORCA input:
```
! wB97M-V def2-TZVPD RIJCOSX def2/J DEFGRID3
* xyz 0 1
S -2.131 -2.490 -3.414
H -2.848 -1.404 -1.630
H 4.016 0.249 3.360
H -0.649 -0.099 2.362
H -0.230 2.000 -3.468
C 3.442 1.049 2.965
S -1.981 -0.560 -4.131
H 1.215 -1.190 3.564
H 0.240 1.962 4.041
N 0.441 0.376 0.618
C 1.075 1.996 3.265
O -0.878 -2.992 -2.851
H 0.502 0.010 -3.831
H 2.372 -0.921 2.245
H -4.209 -1.516 -2.700
O -2.740 -3.396 -4.311
H 0.704 2.149 2.260
H 3.534 1.304 1.927
H -0.401 -0.704 -2.505
H -1.698 1.481 -2.425
N 1.957 0.844 3.191
C -3.379 -2.062 -2.279
H 1.571 2.923 3.532
O -1.621 0.283 -0.311
C 1.450 -0.482 2.772
H 3.796 2.009 3.397
C -0.457 0.582 -0.372
C -0.481 -0.041 -3.318
C -0.645 1.323 -2.694
C 0.241 -0.463 1.767
H 0.245 -1.550 1.553
H -3.870 -2.834 -1.748
H 1.319 0.911 0.652
O 0.098 1.253 -1.483
*
```

Values from the calculation:
Lowest unoccupied orbital energy ... 0.5 eV
HOMO energy ... -8.3 eV

Mulliken population analysis, charges in e, atoms 1 to 2: number 1, S, carries 0.96; number 2, H, carries 0.22

Below is 2 unconnected molecules or ions with the total composition C3H9N3, with properties calculated with ωB97M-V/def2-TZVPD.

Geometry as ORCA input:
```
! wB97M-V def2-TZVPD RIJCOSX def2/J DEFGRID3
* xyz 2 1
H -3.064 -1.216 -0.565
H 0.150 0.030 1.417
H -2.035 1.205 0.592
C -0.220 -0.091 0.485
N -2.170 -1.615 -0.210
H 3.222 0.000 0.785
H 1.171 1.123 -0.849
H 2.650 1.520 0.700
H 1.911 -0.580 -1.154
H -2.085 -2.572 -0.007
C 1.853 0.377 -0.645
C -1.315 -0.714 0.086
N -1.370 0.708 -0.001
N 2.624 0.682 0.343
H -1.324 1.142 -0.977
*
```

Values from the calculation:
Lowest unoccupied orbital energy ... -9.2 eV
HOMO energy ... -18.7 eV

Mulliken population analysis, charges in e, atoms 1 to 2: number 1, H, carries 0.30; number 2, H, carries 0.40

| no. | calculated total energy (eV) | largest force on an atom (eV Å⁻¹) |
| --- | --- | --- |
| 1 | -80773.2395 | 10.37 |
| 2 | -108507.9775 | 3.56 |
| 3 | -16312.4748 | 4.14 |
| 4 | -11682.1893 | 2.13 |
| 5 | -41426.0628 | 3.50 |
| 6 | -7705.8885 | 6.81 |